1.
A cluster of 11 separate species, C21H66N12O15 in total, computed with the ωB97M-V functional and the def2-TZVPD basis.

Geometry as XYZ:
```
114
Properties=species:S:1:pos:R:3:mulliken_charge:R:1
C -4.431 3.833 -2.436 -1.59
C -3.355 2.750 -2.577 1.04
C -3.905 1.467 -3.282 -1.00
O -2.860 0.750 -3.917 -0.27
C -3.381 -0.363 -4.632 -0.81
N -2.217 3.271 -3.377 -0.66
H -3.956 4.629 -1.864 0.39
H -5.398 3.551 -2.019 0.37
H -4.716 4.212 -3.421 0.43
H -3.006 2.383 -1.607 -0.23
H -4.658 1.725 -4.038 0.51
H -4.429 0.875 -2.519 0.44
H -4.017 -0.995 -4.018 0.25
H -2.531 -0.959 -4.972 0.23
H -3.768 0.038 -5.574 0.36
H -2.482 4.081 -3.927 0.23
H -2.087 2.534 -4.062 0.29
C -0.844 1.250 3.607 -1.67
C -1.763 0.061 3.530 2.37
C -1.226 -1.079 4.475 -1.41
O -0.550 -2.029 3.697 -0.27
C 0.107 -3.026 4.491 -1.17
N -3.153 0.449 3.673 -0.73
H -0.773 1.718 4.587 0.59
H -0.987 1.974 2.803 0.37
H 0.179 0.928 3.371 0.12
H -1.653 -0.387 2.537 -1.00
H -2.196 -1.484 4.803 0.38
H -0.746 -0.721 5.388 0.39
H 0.837 -3.527 3.852 0.35
H -0.660 -3.684 4.896 0.32
H 0.748 -2.582 5.260 0.37
H -3.738 -0.332 3.407 0.33
H -3.366 0.842 4.578 0.30
C 0.839 3.793 3.674 0.29
C 1.201 5.274 3.584 -0.73
O 0.917 5.961 4.783 -0.53
O 1.221 3.160 4.881 -0.50
H 1.275 3.366 2.772 0.00
H -0.248 3.835 3.726 0.14
H 0.716 5.655 2.679 0.33
H 2.282 5.353 3.400 0.41
H 1.413 6.781 4.810 0.32
H 1.720 3.749 5.455 0.33
C 2.349 -0.031 2.931 0.78
C 3.394 -0.981 3.496 -0.95
O 3.882 -1.992 2.633 -0.59
O 2.727 0.759 1.816 -0.24
H 2.100 0.690 3.722 0.26
H 1.403 -0.542 2.751 -0.51
H 2.942 -1.527 4.337 0.25
H 4.253 -0.478 3.943 0.46
H 3.161 -2.583 2.378 0.32
H 3.550 1.232 1.954 0.23
C 4.103 -2.945 -3.102 -0.44
C 4.632 -2.109 -1.915 0.18
O 5.995 -2.459 -1.791 -0.58
O 4.811 -2.559 -4.289 -0.58
H 3.031 -2.959 -3.320 0.25
H 4.237 -4.035 -3.104 0.36
H 4.124 -2.407 -0.992 0.00
H 4.494 -1.036 -2.061 0.12
H 6.550 -1.677 -1.801 0.35
H 5.735 -2.431 -4.049 0.33
C -0.825 0.294 -0.588 0.18
C 0.559 0.577 -0.021 0.69
O 1.666 0.610 -0.917 0.33
O -0.986 -1.145 -0.690 0.55
H -1.022 0.737 -1.565 -0.40
H -1.580 0.571 0.154 0.32
H 0.745 -0.177 0.747 -1.20
H 0.460 1.454 0.628 0.07
H 1.667 -0.304 -1.246 -0.14
H -1.270 -1.442 -1.568 -0.14
C 1.445 -3.534 0.814 0.42
O 2.106 -4.212 1.599 -0.74
N 0.599 -2.535 1.211 0.99
N 1.526 -3.595 -0.547 -0.17
H 0.371 -2.470 2.200 -0.35
H 0.034 -1.992 0.576 -0.25
H 2.038 -4.309 -1.038 0.32
H 0.664 -3.371 -1.023 0.00
C -3.894 -2.623 2.021 0.58
O -3.657 -3.522 2.805 -0.65
N -3.155 -2.335 0.915 0.05
N -4.964 -1.761 2.209 -0.44
H -3.265 -1.529 0.333 -0.02
H -2.397 -2.956 0.690 0.04
H -5.139 -1.074 1.498 0.15
H -5.620 -1.823 2.962 0.22
C 3.637 3.817 -1.376 0.48
O 4.421 4.578 -1.937 -0.71
N 3.807 2.459 -1.325 -0.06
N 2.458 4.237 -0.857 -0.24
H 3.020 1.906 -1.008 -0.02
H 4.680 2.010 -1.512 0.15
H 1.840 3.637 -0.345 0.17
H 2.266 5.218 -0.936 0.19
C -2.287 -3.919 -3.001 0.51
O -1.467 -3.081 -2.585 -0.46
N -1.803 -4.989 -3.698 -0.46
N -3.617 -3.938 -2.809 -0.39
H -0.850 -5.100 -3.981 0.22
H -2.419 -5.741 -3.952 0.13
H -4.104 -4.810 -2.739 0.21
H -4.000 -3.129 -2.347 0.20
C 1.075 1.278 -4.446 0.53
O 0.573 1.310 -5.569 -0.72
N 2.304 0.721 -4.221 -0.27
N 0.567 1.952 -3.369 -0.22
H 2.791 0.275 -4.974 0.19
H 2.635 0.733 -3.277 0.14
H -0.357 2.357 -3.459 0.23
H 0.898 1.677 -2.451 0.12
```

energy above the lowest of the compared OMol25 structures with the same formula, charge and spin = 2.441 eV
total energy = -71442.210 eV
E_HOMO = -9.2 eV
structure (SMILES) = COC[C@H](C)N.COC[C@H](C)N.NC(N)=O.NC(N)=O.NC(N)=O.NC(N)=O.NC(N)=O.OCCO.OCCO.OCCO.OCCO
lowest unoccupied orbital energy = -0.17 eV

=====

2.
A structure of composition C13H25HgN3O4S2Si, computed with the ωB97M-V functional and the def2-TZVPD basis.

Geometry as XYZ:
```
49
Properties=species:S:1:pos:R:3:mulliken_charge:R:1
C 1.037 3.952 -0.369 -1.37
C 0.469 3.460 -1.683 0.09
O -1.003 3.430 -1.594 -0.47
C 0.923 2.019 -2.075 -0.35
N -0.157 1.050 -1.966 0.32
C 0.011 -0.177 -2.736 -1.12
C 0.700 -1.304 -1.971 -0.17
O 2.014 -0.915 -1.592 -0.38
Si 2.352 -1.139 0.037 0.27
C 0.960 -0.549 1.171 0.32
C 1.417 -0.568 2.648 -1.03
C 0.182 -0.728 3.578 -0.85
S -1.203 0.297 2.992 -0.13
C -2.459 -0.796 2.442 0.43
S -2.874 -2.115 3.273 -0.17
N -3.117 -0.445 1.233 0.23
C -4.195 -1.058 0.696 -0.10
C -4.516 -0.359 -0.457 -0.75
N -3.615 0.654 -0.632 -0.21
C -2.803 0.584 0.364 -0.18
C 2.929 -2.916 0.397 -0.65
O 2.505 -3.822 -0.620 -0.22
O 2.198 -5.083 -0.031 -0.34
H 0.666 3.303 0.433 0.39
H 2.125 3.934 -0.419 0.42
H 0.709 4.975 -0.187 0.37
H 0.792 4.116 -2.488 0.40
H -1.212 3.328 -0.652 0.34
H 1.736 1.712 -1.402 0.12
H 1.368 2.014 -3.066 0.48
H -0.388 0.844 -1.001 -0.23
H -0.979 -0.482 -3.089 0.43
H 0.581 0.025 -3.642 0.45
H 0.810 -2.127 -2.685 0.42
H 0.093 -1.692 -1.146 0.29
H 3.520 -0.286 0.350 -0.19
H 0.610 0.441 0.878 -0.16
H 0.169 -1.306 1.120 0.30
H 2.016 0.301 2.915 0.45
H 2.043 -1.444 2.838 0.41
H 0.419 -0.504 4.616 0.52
H -0.130 -1.773 3.564 0.40
H -4.735 -1.918 1.048 0.40
H -5.333 -0.573 -1.123 0.41
H -1.961 1.236 0.527 0.20
H 2.641 -3.225 1.406 0.47
H 4.026 -2.896 0.399 0.36
H 1.389 -4.916 0.474 0.32
Hg -2.734 3.441 -2.773 1.06
```

total energy = -60245.720 eV
E_HOMO = -14.2 eV
net charge = +2
lowest unoccupied orbital energy = -12.00 eV

=====

3.
The molecule C22H23N3O7S, computed with the ωB97M-V functional and the def2-TZVPD basis.

Geometry as XYZ:
```
56
Properties=species:S:1:pos:R:3:mulliken_charge:R:1
C -5.592 -4.034 -0.902 -0.86
H -5.163 -4.240 -1.887 0.34
O -4.593 -3.938 0.086 -0.47
C -3.638 -2.981 -0.041 0.89
C -2.660 -2.955 0.957 -1.05
C -1.644 -2.026 0.924 -0.19
C -1.586 -1.087 -0.103 -0.60
C -2.559 -1.104 -1.092 -0.33
C -3.574 -2.047 -1.070 -0.54
H -4.309 -2.035 -1.859 0.38
H -2.537 -0.383 -1.895 0.41
N -0.539 -0.134 -0.080 0.49
S -0.750 1.048 1.105 1.23
O 0.361 1.945 1.018 -0.61
O -0.993 0.387 2.349 -0.76
C -2.224 1.885 0.610 1.04
C -3.510 1.529 0.932 -0.04
O -4.347 2.384 0.338 -0.16
N -3.639 3.303 -0.368 -0.71
C -2.370 3.034 -0.224 0.33
C -1.298 3.850 -0.841 -1.18
H -1.521 4.905 -0.704 0.50
H -1.245 3.663 -1.913 0.31
H -0.341 3.607 -0.389 0.12
C -4.051 0.449 1.784 -1.27
H -4.886 0.829 2.369 0.52
H -3.263 0.084 2.436 0.32
H -4.411 -0.375 1.168 0.13
C -0.073 0.401 -1.341 -0.57
H -0.108 -0.396 -2.091 0.62
H -0.679 1.240 -1.701 0.13
C 1.383 0.883 -1.260 0.28
O 1.787 1.755 -1.994 -0.65
N 2.123 0.165 -0.392 0.21
C 3.499 0.285 -0.114 0.09
C 4.229 -0.893 -0.040 -0.51
C 5.594 -0.875 0.224 0.18
C 6.234 0.347 0.415 -0.87
C 5.496 1.512 0.371 -0.92
C 4.125 1.516 0.124 1.42
C 3.364 2.795 0.160 -1.29
H 3.119 3.110 -0.855 0.32
H 3.947 3.575 0.643 0.43
H 2.421 2.661 0.686 0.11
H 5.990 2.457 0.547 0.40
H 7.294 0.371 0.612 0.45
C 6.313 -2.161 0.289 0.46
O 5.801 -3.244 0.143 -0.60
O 7.627 -2.028 0.534 -0.45
H 8.040 -2.905 0.565 0.35
H 3.746 -1.847 -0.193 0.47
H 1.646 -0.600 0.068 0.23
H -0.896 -2.003 1.699 0.46
H -2.717 -3.685 1.747 0.43
H -6.199 -3.125 -0.950 0.33
H -6.221 -4.870 -0.601 0.24
```

energy above the lowest of the compared OMol25 structures with the same formula, charge and spin = 2.055 eV
total energy = -52824.843 eV
E_HOMO = -8.8 eV
structure (SMILES) = COc1ccc(N(CC(=O)Nc2cc(C(=O)O)ccc2C)S(=O)(=O)c2c(C)noc2C)cc1
lowest unoccupied orbital energy = 0.49 eV

=====

4.
A cluster of 3 separate species, C4H12O3 in total, computed with the ωB97M-V functional and the def2-TZVPD basis.

Geometry as XYZ:
```
19
Properties=species:S:1:pos:R:3:mulliken_charge:R:1
O 2.367 -1.830 0.185 -0.51
C 1.615 -0.922 0.446 -0.08
C 0.339 -0.766 -0.304 -0.29
C -0.053 0.509 -1.028 -0.29
C 0.759 1.160 -2.140 -0.97
H 2.011 -0.218 1.224 0.40
H 0.390 -1.566 -1.074 0.22
H -0.479 -1.029 0.398 0.09
H -1.103 0.411 -1.471 0.27
H -0.263 1.301 -0.282 0.35
H 0.333 1.005 -3.173 0.27
H 1.731 0.666 -2.313 0.29
H 0.833 2.206 -1.822 0.27
H -4.100 -0.373 0.410 0.32
H -2.699 -0.161 0.471 0.29
O -3.484 0.356 0.203 -0.62
H 0.962 -0.614 3.951 0.29
H 0.178 0.352 3.281 0.31
O 0.662 -0.485 3.039 -0.59
```

energy above the lowest of the compared OMol25 structures with the same formula, charge and spin = 1.440 eV
total energy = -10483.699 eV
E_HOMO = -9.3 eV
structure (SMILES) = CCCC=O.O.O
lowest unoccupied orbital energy = 0.32 eV

=====

> The highest total energy belongs to which entry?

C4H12O3

=====

> Look up the lowest unoccupied orbital energy of the fourth one.

0.32 eV

=====

> What is the formula in the third record?

C22H23N3O7S